This record from the Open Molecules 2025 dataset describes a cluster of 8 separate species, C45H31ClFNO17 in total at a distorted geometry. The level of theory is wB97M-V/def2-TZVPD.

The geometry in ORCA input format:
```
! RIJCOSX wB97M-V def2-TZVPD def2/J DEFGRID3
* xyz 0 1
O 1.31640 -2.65277 1.83456
C 1.59845 -2.84636 0.64070
F 2.01650 -4.16279 0.23305
C 1.57088 -1.67946 -0.47007
N 2.95498 -1.18303 -0.72195
C 2.97432 0.01424 -1.56875
O 2.71406 0.06213 -2.79091
O 3.29373 1.28066 -0.92738
Cl 3.94941 0.88620 0.60539
H 1.05574 -2.00237 -1.43891
H 0.97060 -0.78345 -0.05837
H 3.60007 -1.91647 -1.04400
C 2.12026 -3.18270 5.50159
C 2.25856 -1.93673 5.04499
C 2.63891 -0.82742 5.94508
O 2.76327 0.31051 5.52862
C 2.86164 -1.15184 7.37006
C 2.72366 -2.39747 7.82809
C 2.34308 -3.50702 6.92698
O 2.21820 -4.64587 7.34246
H 1.84133 -4.00721 4.85514
H 2.09983 -1.68237 4.00407
H 3.14026 -0.32745 8.01465
H 2.88249 -2.65150 8.86886
C -2.72720 0.59412 0.31349
C -4.02511 0.67794 0.01973
C -4.50681 0.53695 -1.37123
O -5.69063 0.61535 -1.64063
C -3.49490 0.29815 -2.42210
C -2.19636 0.21442 -2.12772
C -1.71607 0.35532 -0.73795
O -0.52902 0.27694 -0.46784
H -2.35636 0.69561 1.32595
H -4.77906 0.85178 0.77755
H -3.86454 0.19676 -3.43327
H -1.44241 0.04082 -2.88496
C -4.21857 4.56200 -5.40957
C -3.99003 3.28460 -5.10251
C -2.61827 2.78608 -4.86893
O -2.40820 1.61901 -4.59027
C -1.51028 3.75756 -4.98705
C -1.73872 5.03490 -5.29414
C -3.11049 5.53323 -5.52771
O -3.32088 6.69937 -5.80614
H -5.21658 4.94460 -5.58468
H -4.79024 2.56030 -5.01127
H -0.51229 3.37528 -4.81196
H -0.93878 5.75924 -5.38539
C -1.75636 -7.33063 2.76589
C -0.46983 -7.19671 3.09076
C 0.10281 -5.87589 3.42588
O 1.27749 -5.75296 3.72038
C -0.80579 -4.70977 3.38876
C -2.09227 -4.84391 3.06388
C -2.66486 -6.16478 2.72862
O -3.83901 -6.28821 2.43401
H -2.19220 -8.29011 2.51695
H 0.20867 -8.04018 3.12345
H -0.37019 -3.75025 3.63764
H -2.77087 -4.00047 3.03124
C -4.03269 10.21666 -7.17776
C -4.71001 9.20403 -6.63354
C -6.18810 9.19744 -6.60790
O -6.80796 8.27496 -6.10995
C -6.88601 10.35412 -7.20927
C -6.20848 11.36589 -7.75301
C -4.73007 11.37296 -7.77895
O -4.11150 12.29553 -8.27703
H -2.95035 10.23872 -7.20482
H -4.21411 8.34797 -6.18911
H -7.96843 10.33226 -7.18234
H -6.70389 12.22062 -8.19684
C 4.52732 -0.13131 -7.91826
C 4.29224 1.12630 -8.29473
C 3.70239 2.10897 -7.36058
O 3.48566 3.25670 -7.70440
C 3.38516 1.64426 -5.99390
C 3.61995 0.38667 -5.61671
C 4.20972 -0.59590 -6.55074
O 4.42644 -1.74343 -6.20744
H 4.95794 -0.86413 -8.58932
H 4.51943 1.48302 -9.29178
H 2.95457 2.37706 -5.32278
H 3.39186 0.03112 -4.61842
C 3.22154 -6.10485 10.13019
C 3.40152 -7.32371 10.64174
C 4.12804 -7.52220 11.91351
O 4.29451 -8.63366 12.38004
C 4.64611 -6.31779 12.59748
C 4.46630 -5.09940 12.08626
C 3.73958 -4.90150 10.81431
O 3.57323 -3.78860 10.34774
H 2.69266 -5.94051 9.19944
H 3.02809 -8.21562 10.15410
H 5.17511 -6.48127 13.52810
H 4.83975 -4.20730 12.57385
*
```

HOMO = -9.86 eV
SMILES = O=C(F)CNC(=O)OCl.O=C1C=CC(=O)C=C1.O=C1C=CC(=O)C=C1.O=C1C=CC(=O)C=C1.O=C1C=CC(=O)C=C1.O=C1C=CC(=O)C=C1.O=C1C=CC(=O)C=C1.O=C1C=CC(=O)C=C1
orbital gap = 7.770 eV

Okay, here come the Mulliken numbers, in e, for every atom: O -0.41; C 0.34; F -0.26; C -0.07; N -0.28; C 0.61; O -0.60; O -0.23; Cl 0.02; H 0.30; H 0.32; H 0.23; C -0.15; C -0.44; C 0.27; O -0.58; C -0.55; C -0.35; C 0.05; O -0.56; H 0.72; H 0.58; H 0.45; H 0.66; C -0.44; C -0.40; C 0.28; O -0.56; C -0.43; C -0.26; C 0.34; O -0.52; H 0.47; H 0.43; H 0.50; H 0.51; C -0.42; C -0.26; C 0.47; O -0.51; C -0.54; C -0.42; C 0.20; O -0.47; H 0.50; H 0.42; H 0.51; H 0.45; C -0.42; C -0.48; C 0.73; O -0.58; C -0.13; C -0.48; C 0.27; O -0.56; H 0.41; H 0.43; H 0.30; H 0.46; C -0.45; C -0.43; C 0.37; O -0.56; C -0.37; C -0.38; C 0.38; O -0.55; H 0.43; H 0.83; H 0.41; H 0.40; C -0.38; C -0.43; C 0.31; O -0.56; C -0.42; C -0.22; C 0.27; O -0.55; H 0.41; H 0.41; H 0.47; H 0.79; C -0.23; C -0.45; C 0.31; O -0.55; C -0.38; C -0.38; C 0.29; O -0.50; H 0.60; H 0.43; H 0.40; H 0.42



This record from the Open Molecules 2025 dataset describes an isolated molecule of C3H9ClN4 at a distorted geometry. The level of theory is wB97M-V/def2-TZVPD.

The geometry in ORCA input format:
```
! RIJCOSX wB97M-V def2-TZVPD def2/J DEFGRID3
* xyz 0 1
C -2.02774 0.86670 0.82009
C -1.45757 -0.53103 0.53821
C 0.04686 -0.41267 0.24544
H -1.78559 1.25840 -0.27035
H -1.40241 1.36984 1.46653
H -3.08538 0.97015 1.22748
H -1.58231 -1.28015 1.37148
H -0.41785 0.75068 -1.30043
H 2.51371 0.69809 -1.03603
H 1.64317 1.60881 0.14388
H 2.73405 -2.20125 0.00982
H 1.99750 -0.80063 -1.02673
N 0.38620 0.21685 -0.92906
N 1.51164 1.21194 -0.91749
N 0.88029 -1.30580 0.68873
N 2.17190 -1.37898 0.02670
Cl -2.12647 -1.04096 -1.05829
*
```

HOMO = -8.64 eV
SMILES = C[C@@H](Cl)/C(=N/N)NN
orbital gap = 9.428 eV

Okay, here come the Mulliken numbers, in e, for every atom: C -0.73; C -0.25; C 0.51; H 0.14; H 0.32; H 0.27; H 0.35; H 0.34; H 0.29; H 0.29; H 0.21; H 0.28; N -0.27; N -0.69; N -0.50; N -0.43; Cl -0.16



This record from the Open Molecules 2025 dataset describes a structure of composition C37H33BN7Pd at a distorted geometry. The level of theory is wB97M-V/def2-TZVPD.

The geometry in ORCA input format:
```
! RIJCOSX wB97M-V def2-TZVPD def2/J DEFGRID3
* xyz 3 5
Pd -0.34260 -0.57179 0.24559
C 4.20931 1.10341 2.91675
C 3.32345 0.88187 1.71714
C 3.73181 0.76680 0.44153
C 2.70467 0.06736 -0.30913
N 1.63432 -0.03285 0.50618
N 1.96638 0.36496 1.78756
B 1.11030 -0.02079 3.13217
N 0.73813 -1.52384 2.90422
N 0.24233 -2.03283 1.77040
C 0.50143 -3.36951 1.64789
C 1.17314 -3.79100 2.82531
C 1.30883 -2.52772 3.53341
C 1.97017 -2.36437 4.82445
C -0.02192 -4.07360 0.38419
C -1.11332 -3.77975 -0.37751
C -1.22920 -4.32907 -1.60425
C -0.24676 -5.11807 -2.14454
C 0.78618 -5.54304 -1.40133
C 0.92439 -4.98012 -0.13240
N -0.05943 0.95910 2.90732
N -0.99215 0.82340 1.80623
C -1.88571 1.70916 1.79588
C -1.62373 2.61753 2.95454
C -0.60268 2.10720 3.55779
C 0.06367 2.47889 4.88548
C -2.90598 1.86537 0.86340
C -3.34055 3.12204 0.40827
C -4.44248 3.20368 -0.44168
C -5.05149 2.00315 -0.90545
C -4.57270 0.75111 -0.49197
C -3.53555 0.73163 0.47542
C 2.68031 -0.44959 -1.77583
C 3.61294 0.00215 -2.55957
C 3.88560 -0.54084 -3.75088
C 3.02120 -1.38761 -4.34700
C 1.83570 -1.65431 -3.56173
C 1.58728 -1.18405 -2.22373
H 5.06747 1.69018 2.63090
H 4.75283 0.09141 3.14318
H 3.72772 1.60840 3.78367
H 4.71765 1.13591 0.17185
H 1.42143 0.15258 4.25603
H 1.53658 -4.77098 3.07465
H 2.07458 -3.39948 5.32043
H 1.46519 -1.68118 5.52797
H 2.93808 -1.81415 4.75181
H -1.84759 -3.05154 -0.06604
H -2.17828 -4.18748 -2.24556
H -0.13499 -5.25074 -3.21535
H 1.54277 -6.23315 -1.69784
H 1.75162 -5.31919 0.53952
H -2.21424 3.50312 3.23088
H 1.07796 2.27211 4.90987
H -0.46200 1.80166 5.69172
H -0.09013 3.63565 5.14434
H -2.80692 4.05628 0.72999
H -4.91142 4.14941 -0.71572
H -5.96612 2.10915 -1.43643
H -5.14189 -0.12006 -0.76966
H -3.18307 -0.16690 0.89763
H 4.14182 0.86518 -2.28386
H 4.78168 -0.13336 -4.08356
H 2.86819 -1.49604 -5.34341
H 1.11578 -2.32741 -3.94879
H 0.75463 -1.54709 -1.70258
N -0.62586 0.43727 -1.67390
C -1.25350 1.18268 -2.28590
C -1.71185 2.16612 -3.14379
C -2.93190 1.94375 -3.74752
C -3.50358 2.93680 -4.57435
C -2.77549 4.10638 -4.86197
C -1.59878 4.35616 -4.14786
C -1.01047 3.41106 -3.28397
H -3.43625 1.02589 -3.48390
H -4.53881 2.74043 -4.84176
H -3.13972 4.90091 -5.51834
H -1.10745 5.34464 -4.33274
H -0.21090 3.59156 -2.66369
*
```

HOMO (alpha / beta) = -15.98 / -15.91 eV
orbital gap (alpha / beta) = 7.563 / 3.598 eV

Okay, here come the Mulliken numbers, in e, for every atom: Pd 0.25; C -1.39; C 0.18; C -0.78; C -0.39; N 1.16; N -0.09; B 0.53; N 0.03; N 0.39; C -0.33; C -0.90; C 0.91; C -1.35; C 0.96; C -0.49; C -0.53; C -0.48; C -0.81; C -0.65; N 0.46; N -0.09; C 0.11; C -1.19; C 0.33; C -1.32; C 0.99; C -0.63; C -0.63; C -0.58; C -0.98; C -0.57; C 1.20; C -0.51; C -0.64; C -0.81; C -0.91; C 0.02; H 0.47; H 0.29; H 0.24; H 0.46; H -0.13; H 0.56; H 0.36; H 0.37; H 0.32; H 0.81; H 0.33; H 0.50; H 0.47; H 0.26; H 0.54; H 0.26; H 0.26; H 0.36; H 0.44; H 0.48; H 0.55; H 0.52; H 0.95; H 0.52; H 0.50; H 0.50; H 0.52; H 0.51; N -0.08; C 0.29; C 0.37; C -0.42; C -0.61; C -0.47; C -0.44; C -0.69; H 0.53; H 0.41; H 0.41; H 0.37; H 0.61



This record from the Open Molecules 2025 dataset describes a cluster of 2 separate species, C2H7N3 in total at a distorted geometry. The level of theory is wB97M-V/def2-TZVPD.

The geometry in ORCA input format:
```
! RIJCOSX wB97M-V def2-TZVPD def2/J DEFGRID3
* xyz 0 1
C 2.19116 -1.23993 0.93639
C 1.69752 -0.68354 -0.12667
N -2.52344 1.11285 -1.43120
N -1.68070 1.07527 -0.53914
N -1.63469 0.05934 0.36352
H 2.71863 -2.14298 0.90026
H 1.79854 -0.83798 1.80288
H 1.97347 -1.21105 -1.06737
H 0.99997 0.15849 -0.01392
H -3.13337 0.40544 -1.53750
H -0.70904 -0.20449 0.66945
H -2.17446 -0.74873 0.02883
*
```

HOMO = -9.57 eV
energy relative to the best compared isomer or geometry (same formula, charge and spin) = 85.2 kcal per mole
SMILES = [H]/N=N\N.C=C
orbital gap = 10.604 eV

Okay, here come the Mulliken numbers, in e, for every atom: C -0.53; C -0.56; N -0.48; N 0.17; N -0.36; H 0.27; H 0.28; H 0.19; H 0.34; H 0.16; H 0.26; H 0.25



This record from the Open Molecules 2025 dataset describes an isolated molecule of C19H32N2O3. The level of theory is wB97M-V/def2-TZVPD.

The geometry in ORCA input format:
```
! RIJCOSX wB97M-V def2-TZVPD def2/J DEFGRID3
* xyz 0 1
C -6.43859 -1.34580 -1.37761
C -5.28475 -0.51504 -0.83071
C -5.73097 0.38087 0.32257
H -6.53667 1.03538 -0.01483
H -6.12097 -0.23690 1.13573
C -4.59101 1.25391 0.85135
N -3.50876 0.47260 1.40085
C -2.33843 0.29318 0.74911
O -2.00741 0.89222 -0.24583
O -1.59827 -0.62959 1.40475
C -0.27792 -0.94211 0.93167
C -0.34928 -1.62977 -0.43649
H -0.84032 -2.59902 -0.32147
H -0.97153 -1.02560 -1.09675
C 1.02929 -1.83441 -1.06451
C 1.82541 -2.94914 -0.36839
C 3.24596 -2.40972 -0.33064
N 3.06981 -0.97668 -0.18246
C 3.90544 -0.30318 0.63637
O 4.74901 -0.89924 1.28825
C 3.81839 1.20762 0.72806
C 3.34888 1.91417 -0.53518
H 3.73857 2.93503 -0.52868
H 3.78588 1.41292 -1.40152
C 1.82456 1.99382 -0.69343
C 1.52669 2.44031 -2.13339
H 0.46164 2.61817 -2.26098
H 1.83737 1.68732 -2.85410
H 2.05781 3.36228 -2.36003
C 1.25330 3.06791 0.23699
H 0.16798 3.08013 0.17137
H 1.54176 2.90563 1.27189
H 1.62207 4.04663 -0.06333
C 1.12574 0.62862 -0.46957
C 0.65353 0.28663 0.94616
H 0.09930 1.11848 1.37578
H 1.50043 0.07184 1.59562
C 1.93038 -0.56428 -0.99173
H 2.29446 -0.33951 -2.00443
H 0.21882 0.68654 -1.07708
H 4.83145 1.53204 0.97912
H 3.18968 1.47498 1.57898
H 3.77112 -2.61771 -1.27149
H 3.84348 -2.78674 0.49842
H 1.46120 -3.09932 0.64707
H 1.75876 -3.89569 -0.90084
H 0.87741 -2.09876 -2.11454
H 0.05851 -1.66018 1.68675
H -3.70340 -0.14029 2.17683
H -4.96668 1.93075 1.62555
H -4.16150 1.84490 0.03951
H -4.48967 -1.18028 -0.48689
H -4.87041 0.10701 -1.62628
H -7.23176 -0.69988 -1.74774
H -6.85310 -1.98433 -0.60022
H -6.10084 -1.97716 -2.19570
*
```

HOMO = -9.00 eV
energy relative to the best compared isomer or geometry (same formula, charge and spin) = 7.8 kcal per mole
SMILES = CCCCNC(=O)O[C@H]1C[C@@H]2CCN3C(=O)CCC(C)(C)[C@H](C1)[C@H]23
orbital gap = 9.699 eV

Okay, here come the Mulliken numbers, in e, for every atom: C -1.46; C 0.11; C -0.63; H 0.35; H 0.31; C -0.80; N -0.14; C 0.61; O -0.61; O -0.52; C 0.04; C -1.61; H 0.39; H 0.46; C 0.36; C -0.72; C -1.05; N 0.00; C 0.77; O -0.72; C -0.85; C -1.24; H 0.63; H 0.37; C 1.38; C -2.07; H 0.44; H 0.30; H 0.51; C -1.97; H 0.36; H 0.39; H 0.49; C 0.14; C -1.52; H 0.73; H 0.37; C -0.57; H 0.40; H 1.08; H 0.41; H 0.29; H 0.33; H 0.51; H 0.20; H 0.40; H 0.51; H 0.50; H 0.25; H 0.35; H 0.31; H 0.10; H 0.29; H 0.36; H 0.34; H 0.39



This record from the Open Molecules 2025 dataset describes a structure of composition C22H28F6O2PS4SbTi at a distorted geometry. The level of theory is wB97M-V/def2-TZVPD.

The geometry in ORCA input format:
```
! RIJCOSX wB97M-V def2-TZVPD def2/J DEFGRID3
* xyz 2 1
Ti 0.10513 -0.49850 0.44995
C 0.96330 -3.04158 2.95115
C 2.10497 -3.38702 2.00628
S 1.77994 -2.67425 0.37585
C 3.39985 -2.18855 -0.23288
C 3.17819 -1.25768 -1.41280
S 2.23466 0.22270 -0.99203
C 3.50636 1.34326 -0.31643
C 4.21752 1.03043 0.99257
S 3.07609 1.15118 2.38102
C 3.38162 -0.32408 3.37253
C 2.09066 -0.71560 4.07896
S 0.65343 -1.27386 3.10603
H 1.16084 -3.44904 3.94384
H 0.02518 -3.48047 2.60765
H 2.18410 -4.46792 1.88484
H 3.05995 -3.01405 2.37476
H 3.92660 -3.08480 -0.56516
H 3.97291 -1.72095 0.56462
H 2.62230 -1.75889 -2.20697
H 4.12695 -0.93019 -1.84041
H 3.01448 2.31673 -0.26394
H 4.22374 1.40742 -1.13884
H 5.00818 1.77661 1.09571
H 4.71321 0.06187 0.96630
H 4.12535 -0.11322 4.14321
H 3.76625 -1.13270 2.75290
H 1.71958 0.11922 4.67529
H 2.27410 -1.53832 4.77382
O 0.34694 3.20518 1.87097
C 0.13228 2.46647 0.98541
O 0.38335 1.06222 1.16737
C -0.41325 2.69066 -0.39223
P -1.34194 1.19376 -0.86854
C -2.93223 1.37367 -0.05514
C -4.10783 1.46275 -0.79867
C -5.32177 1.61830 -0.14984
C -5.37165 1.67077 1.23623
C -4.20502 1.55993 1.98126
C -2.98659 1.40657 1.34041
C -1.50041 1.24170 -2.64535
C -2.30083 2.25070 -3.19316
C -2.42107 2.36732 -4.56667
C -1.74325 1.48343 -5.39808
C -0.93729 0.49274 -4.85816
C -0.81343 0.36614 -3.48286
H 0.41769 2.82316 -1.09338
H -1.02553 3.59453 -0.39732
H -4.08872 1.39038 -1.88094
H -6.22987 1.69483 -0.73013
H -6.32175 1.79244 1.73796
H -4.24155 1.59194 3.06107
H -2.09494 1.32393 1.95519
H -2.81853 2.95995 -2.55334
H -3.04073 3.14745 -4.98548
H -1.84645 1.57156 -6.47015
H -0.40919 -0.18818 -5.51040
H -0.19258 -0.42105 -3.07892
F -1.42366 -1.54540 1.06821
Sb -2.04878 -2.82374 -0.46565
F -0.40448 -1.76594 -1.06650
F -0.82901 -3.98536 0.34157
F -2.05635 -3.70786 -2.08458
F -3.45960 -3.40760 0.56726
F -2.96746 -1.33511 -1.11527
*
```

HOMO = -14.36 eV
energy relative to the best compared isomer or geometry (same formula, charge and spin) = 27.8 kcal per mole
orbital gap = 6.501 eV

Okay, here come the Mulliken numbers, in e, for every atom: Ti 0.40; C -0.92; C -0.80; S 0.23; C -0.40; C -1.10; S 0.41; C -1.09; C -0.77; S -0.03; C -0.36; C -1.14; S 0.17; H 0.62; H 0.29; H 0.55; H 0.42; H 0.59; H -0.07; H 0.48; H 0.58; H 0.40; H 0.67; H 0.50; H 0.39; H 0.54; H -0.01; H 0.55; H 0.52; O -0.45; C 0.03; O 0.21; C -0.45; P 1.69; C 0.76; C -0.40; C -0.88; C -0.65; C -0.94; C -0.56; C 0.57; C -0.71; C -0.91; C -0.61; C -0.80; C -0.22; H 0.37; H 0.56; H 0.66; H 0.47; H 0.43; H 0.47; H 0.31; H 0.59; H 0.45; H 0.43; H 0.46; H 0.28; F -0.78; Sb 2.48; F -0.50; F -0.53; F -0.50; F -0.49; F -0.45